<a>
The following is a DFT calculation (the ωB97M-V functional and the def2-TZVPD basis) of C9H19BrMnNO as an isolated structure.

```
32
Properties=species:S:1:pos:R:3:lowdin_spin:R:1
Mn 4.41438 3.81731 -2.63673 3.96
Br 2.85504 1.97945 -1.86573 0.06
C -0.81641 1.14483 -1.54231 0.04
C -1.08032 0.77454 -0.06703 0.05
C -2.09822 -0.37767 -0.00164 0.00
C -1.47290 -1.76244 -0.26505 0.00
C -0.38631 -2.00795 0.76265 0.00
C 0.72265 -0.95968 0.67646 0.05
N 0.13531 0.38563 0.64141 0.62
O 1.05258 1.34659 0.81581 0.12
C 1.60419 -1.09474 1.92955 0.01
C 1.58248 -1.06099 -0.57306 0.04
C -1.67535 1.99180 0.61985 0.02
H -0.49710 0.31648 -2.17042 0.00
H -1.69089 1.63077 -1.96097 0.00
H 0.00438 1.86995 -1.61523 0.00
H -2.66797 -0.40790 0.92661 0.00
H -2.79495 -0.18292 -0.81948 0.00
H -2.24734 -2.51705 -0.14075 0.00
H -1.09365 -1.79069 -1.28700 0.00
H 0.07881 -2.98350 0.62809 0.00
H -0.79172 -1.96814 1.77636 0.00
H 1.06363 -0.74260 2.80611 0.00
H 2.50818 -0.49898 1.83058 0.00
H 1.88863 -2.14048 2.00521 0.00
H 1.17522 -0.53084 -1.43125 0.00
H 1.72972 -2.07435 -0.95580 0.01
H 2.58901 -0.67939 -0.40760 0.00
H -0.95609 2.80739 0.68136 0.00
H -2.55098 2.33766 0.07844 0.00
H -1.97889 1.74697 1.63917 0.00
H 1.39488 1.63094 -0.07761 0.02
```

Its total charge is +1. The value obtained for the highest occupied orbital energy (spin up / spin down) is -11.895 / -9.572 eV. The spin multiplicity is 6. The value obtained for the LUMO energy (spin up / spin down) is -4.03 / -5.80 eV.


<b>
The following is a DFT calculation (the ωB97M-V functional and the def2-TZVPD basis) of C9H19BrMnNO as an isolated structure.

```
32
Properties=species:S:1:pos:R:3:lowdin_spin:R:1
Mn 0.06030 1.87029 -3.87477 4.57
Br 0.18694 0.00293 -3.35937 0.31
C -2.63618 -1.18844 0.08171 0.00
C -1.38864 -0.25566 0.04942 0.01
C -1.27718 0.44284 1.42446 0.00
C 0.01756 1.30162 1.63576 0.00
C 1.26395 0.43170 1.53566 0.00
C 1.26091 -0.41779 0.21209 0.00
N -0.11234 -0.99248 -0.14273 0.01
O -0.03944 -1.66751 -1.33164 0.02
C 1.96349 0.48297 -0.86150 0.01
C 2.18174 -1.60927 0.62566 0.00
C -1.67253 0.90340 -0.96596 0.02
H -2.37267 -1.96041 0.80471 0.00
H -3.50507 -0.65493 0.46704 0.00
H -2.92867 -1.55460 -0.90240 0.00
H -2.17237 1.02976 1.63000 0.00
H -1.24744 -0.31606 2.20632 0.00
H 0.11493 2.21968 1.05628 0.00
H 0.00071 1.73488 2.63581 0.00
H 1.25993 -0.12714 2.47150 0.00
H 2.15033 1.04855 1.68369 0.00
H 1.54942 1.48989 -0.91417 0.00
H 1.98795 0.11401 -1.88686 0.01
H 3.00507 0.73129 -0.65765 0.00
H 3.14310 -1.22736 0.96919 0.00
H 2.39869 -2.28447 -0.20206 0.00
H 1.80333 -2.19959 1.46019 0.00
H -2.48190 1.58176 -0.69606 0.00
H -0.79694 1.50812 -1.20205 0.01
H -1.83396 0.53332 -1.97843 0.01
H 0.11698 -0.97129 -1.97384 0.01
```

Its total charge is +1. The value obtained for the highest occupied orbital energy (spin up / spin down) is -11.335 / -11.299 eV. The spin multiplicity is 6. The value obtained for the LUMO energy (spin up / spin down) is -6.55 / -7.05 eV.


Relative stability in hartree, measured from the most stable structure: <a> 0.0000; <b> 0.1085


<a>
The following is a DFT calculation (the ωB97M-V functional and the def2-TZVPD basis) of one molecule with the formula C4H4N2O2.

```
12
Properties=species:S:1:pos:R:3:lowdin_charge:R:1
C -0.09665 1.32142 0.73300 -0.27
C -0.00615 -0.05221 0.93528 -0.27
C -1.05781 -0.48379 -1.07660 -0.12
C 1.34583 -0.63853 0.02175 -0.07
H 1.06758 1.76919 0.70031 0.18
H -0.09497 -0.59224 1.85826 0.15
H -2.13911 -0.55134 -1.48151 0.16
H 2.11428 -1.44406 0.51065 0.16
N 0.01585 -0.06310 -1.80853 0.06
N 1.09506 -0.44832 -1.14059 -0.06
O -1.14853 1.84262 0.44623 0.10
O -1.09537 -0.65965 0.30176 -0.04
```

Its total charge is 0. The structure (SMILES) is O=C[C@@H]1C=NN=CO1. The value obtained for the highest occupied orbital energy is -8.886 eV. The value obtained for the LUMO energy is 0.00 eV.


<b>
The following is a DFT calculation (the ωB97M-V functional and the def2-TZVPD basis) of one molecule with the formula C4H4N2O2.

```
12
Properties=species:S:1:pos:R:3:lowdin_charge:R:1
C 1.51684 1.08183 -0.08242 0.05
C -0.05997 0.73933 -0.40934 -0.16
C -1.31627 -1.05993 -0.15332 -0.02
C 0.13535 -0.55984 0.23207 -0.45
H 1.79104 2.11652 -0.13523 0.11
H -0.19717 0.90189 -1.33973 0.08
H -2.03499 -1.90584 -0.10556 0.12
H 0.17790 -0.30593 1.36578 0.19
N 2.17482 -0.09106 0.17224 0.14
N -2.19765 -0.07020 -0.03640 0.09
O 1.20588 -1.25844 -0.10178 -0.02
O -1.35997 1.14767 0.31952 -0.12
```

Its total charge is 0. The structure (SMILES) is C1=NO[C@H]2C=NO[C@H]12. The value obtained for the highest occupied orbital energy is -10.341 eV. The value obtained for the LUMO energy is -0.15 eV.


Relative stability in hartree, measured from the most stable structure: <a> 0.0000; <b> 0.0980


<a>
The following is a DFT calculation (the ωB97M-V functional and the def2-TZVPD basis) of one molecule with the formula C4H4N2O2.

```
12
Properties=species:S:1:pos:R:3:lowdin_charge:R:1
C -0.44704 -0.06328 -0.90176 -0.42
C 0.03019 -0.51405 0.46607 -0.19
C -0.38403 -1.84951 0.82666 0.20
C 0.99064 0.05637 1.25122 -0.24
H 1.28594 2.39069 -0.66815 0.24
H -1.33075 1.76242 -1.71158 0.23
H -1.24232 -2.08819 0.29421 0.05
H 0.19192 -2.39386 1.61150 0.11
N -0.28723 1.32559 -1.33785 -0.03
N 1.96456 0.23592 1.96609 0.16
O 0.36057 1.88763 -0.18723 -0.19
O -1.13245 -0.74972 -1.60919 0.08
```

Its total charge is 0. The structure (SMILES) is C=C(C#N)C(=O)NO. The value obtained for the highest occupied orbital energy is -10.021 eV. The value obtained for the LUMO energy is -1.07 eV.


<b>
The following is a DFT calculation (the ωB97M-V functional and the def2-TZVPD basis) of one molecule with the formula C4H4N2O2.

```
12
Properties=species:S:1:pos:R:3:lowdin_charge:R:1
C -2.09980 -0.47325 -0.12467 -0.23
C -0.68739 -0.23514 -0.08516 -0.22
C -0.10217 0.91339 -0.00144 -0.04
C 1.55607 -1.03492 0.09406 -0.12
H -2.43564 -1.45646 -0.35379 0.12
H -0.76658 1.85462 0.25532 0.19
H 1.58976 2.03081 -0.21282 0.11
H 2.40240 -1.78152 0.31511 0.15
N 1.24375 1.14196 -0.11080 -0.03
N 2.10666 0.13239 0.08881 0.05
O -2.96815 0.31266 0.17695 0.05
O 0.16110 -1.40453 -0.04156 -0.01
```

Its total charge is 0. The structure (SMILES) is O=CC1=CNN=CO1. The value obtained for the highest occupied orbital energy is -8.145 eV. The value obtained for the LUMO energy is 0.05 eV.


Relative stability in hartree, measured from the most stable structure: <a> 0.0666; <b> 0.0000


<a>
The following is a DFT calculation (the ωB97M-V functional and the def2-TZVPD basis) of one molecule with the formula C4H4N2O2.

```
12
Properties=species:S:1:pos:R:3:lowdin_charge:R:1
C 0.67258 -0.97457 1.43959 -0.39
C -1.18130 -0.32784 -0.24914 -0.15
C -0.64600 0.74803 -1.07931 -0.05
C 0.82771 1.14490 -0.82882 -0.16
H -0.46924 -2.05732 0.44501 0.19
H -2.23691 -0.61177 -0.76664 0.16
H -1.16985 1.47171 -1.75799 0.09
H 1.16719 1.87931 -1.72019 0.15
N -0.50972 -1.00283 0.68382 0.06
N 1.51217 1.06404 0.27988 0.02
O 1.12715 -1.88433 2.06505 0.16
O 0.90621 0.55069 1.48874 -0.09
```

Its total charge is 0. The structure (SMILES) is O=C1NC=CC=NO1. The value obtained for the highest occupied orbital energy is -9.161 eV. The value obtained for the LUMO energy is -0.24 eV.


<b>
The following is a DFT calculation (the ωB97M-V functional and the def2-TZVPD basis) of one molecule with the formula C4H4N2O2.

```
12
Properties=species:S:1:pos:R:3:lowdin_charge:R:1
C -1.43272 0.17962 -0.04071 -0.45
C 0.02276 -0.00712 -0.18740 -0.28
C 2.05769 0.40626 0.05518 -0.14
C 2.02195 -0.95426 -0.13980 -0.05
H -0.89921 1.80215 0.61210 0.06
H 2.83320 1.14041 0.46744 0.13
H 2.65261 -1.80703 -0.17290 0.10
H 0.13690 -1.91363 -0.71120 0.13
N 0.82865 0.92447 0.15336 0.09
N 0.67846 -1.22696 -0.29901 0.14
O -1.73565 1.36842 0.57558 0.12
O -2.17577 -0.72487 -0.23803 0.14
```

Its total charge is 0. The structure (SMILES) is O=C(O)c1ncc[nH]1. The value obtained for the highest occupied orbital energy is -9.668 eV. The value obtained for the LUMO energy is 0.54 eV.


Relative stability in hartree, measured from the most stable structure: <a> 0.1784; <b> 0.0000